Record 1
Below is 9 unconnected molecules or ions with the total composition F6H16O8P, with properties calculated with wB97M-V/def2-TZVPD.

Structure (XYZ):
```
31
Properties=species:S:1:pos:R:3:forces:R:3
P 0.558 0.712 -0.579 0.121 -0.281 0.019
F -0.268 -0.618 -0.204 -0.410 -0.161 0.331
F -0.304 0.823 -1.987 0.480 0.088 0.704
F -0.562 1.605 0.201 0.794 -0.126 -0.195
F 1.629 -0.282 -1.313 0.248 0.908 -0.053
F 1.451 0.496 0.872 -0.850 0.974 -1.618
F 1.376 2.082 -1.022 -0.325 -1.470 0.861
O 0.502 -1.898 4.430 0.080 -0.083 0.333
O -3.585 -4.387 -0.351 -0.332 -0.060 0.035
O 3.059 3.191 3.226 0.072 0.270 0.279
O -1.334 1.416 -6.171 -0.006 0.193 -0.252
O 5.078 -3.015 -1.575 0.182 -0.279 0.081
O -1.680 2.822 5.233 -0.094 0.019 0.302
O -3.860 5.620 -0.603 -0.177 0.251 -0.087
O 0.090 -4.579 -2.331 -0.268 -0.185 -0.134
H 5.182 -2.738 -2.485 -0.008 0.077 -0.208
H -3.946 5.386 0.321 -0.002 -0.065 0.208
H 4.515 -2.346 -1.184 -0.238 0.236 0.139
H -3.109 -4.653 0.435 0.124 0.007 0.180
H -3.291 4.943 -0.970 0.203 -0.208 -0.128
H 0.929 -2.040 3.585 0.134 0.104 -0.296
H -0.428 -2.046 4.258 -0.220 0.028 -0.070
H 0.483 -3.789 -1.960 0.069 0.410 0.098
H 3.902 2.823 2.959 0.141 -0.106 -0.098
H -2.016 3.567 4.736 -0.037 0.178 -0.124
H 0.570 -5.300 -1.925 0.136 -0.165 0.074
H -1.450 2.173 4.568 0.152 -0.212 -0.192
H -1.732 0.633 -6.552 -0.081 -0.175 -0.076
H -2.961 -4.516 -1.065 0.252 0.065 -0.247
H 2.414 2.718 2.700 -0.255 -0.216 -0.254
H -1.212 1.196 -5.247 0.116 -0.014 0.387
```
Forces are in eV/Å.

highest occupied orbital energy: -8.99 eV
HOMO-LUMO gap: 11.472 eV
total charge: -1
2S+1: 1

=====

Record 2
Below is a molecular structure, C24H39AlBBeCaCsF15IKN3O13PS2, with properties calculated with wB97M-V/def2-TZVPD.

Structure (XYZ):
```
104
Properties=species:S:1:pos:R:3:forces:R:3
Cs 4.535 3.829 2.327 9.402 9.503 14.411
I 5.126 -3.198 1.234 -0.468 0.993 -0.411
Ca -5.211 1.878 4.708 2.971 5.807 6.781
K -2.049 -0.961 7.589 -0.268 -0.637 -0.267
S 3.670 3.017 -2.921 -2.564 10.383 -2.331
S 4.180 1.833 0.253 4.858 5.062 -0.374
P 0.522 -2.771 -4.238 0.157 0.423 1.059
Al -2.132 1.897 8.772 0.118 2.656 1.967
F -3.120 1.863 10.278 1.423 -0.347 -2.541
F -2.372 -5.884 -5.251 2.266 -1.015 -0.247
F 4.353 0.025 -4.179 3.813 2.945 2.700
F 5.312 2.790 -5.103 -0.513 -1.273 5.274
F -1.384 3.524 8.582 -1.091 -2.609 -0.050
F 6.646 0.532 -4.580 -4.043 0.891 3.677
F -0.246 -5.756 -6.301 1.698 1.722 -0.822
F -0.436 -6.652 -4.110 -0.447 0.346 -1.833
F -3.188 1.553 7.354 1.106 -0.359 1.017
F 6.502 3.127 -3.076 -4.687 -2.676 -1.585
F -0.204 -0.428 0.228 2.093 3.044 -0.234
F -1.281 -7.867 -5.968 0.699 2.124 0.566
F -0.838 0.649 8.874 -1.531 1.172 -0.428
F 5.980 0.249 -2.310 -2.176 1.923 -4.417
F -2.018 -4.073 -7.575 2.921 0.670 0.206
O -3.475 -1.302 2.867 -1.150 -2.859 -0.556
O 1.687 -3.597 -3.668 -0.995 -0.066 -0.107
O 1.254 3.718 -0.910 -1.091 -1.266 -1.745
O 2.084 1.676 3.378 -4.912 -4.136 -5.384
O -1.344 1.834 2.148 6.876 3.608 -2.832
O 3.962 4.347 -2.125 -0.491 -5.964 -1.745
O -3.344 -3.603 3.825 0.698 6.342 -6.237
O 3.540 3.086 0.976 -8.397 -10.790 -14.129
O 0.358 -1.481 -3.418 0.240 0.416 0.337
O -0.774 -3.595 -4.163 0.710 -0.094 0.466
O 2.812 3.499 -4.157 2.666 -3.532 4.362
O 5.515 2.447 -0.347 -5.133 -2.986 1.125
O 0.816 -2.413 -5.704 -0.154 -2.520 -3.347
N 0.241 1.417 -1.202 0.600 -0.641 -0.018
N 0.906 1.597 1.268 -1.086 -0.904 0.156
N 3.221 1.019 -0.866 -0.708 -0.209 0.518
C 2.183 0.040 -0.416 -1.001 -2.944 -0.377
C -5.732 0.258 0.024 -0.778 1.269 -0.933
C 2.644 1.772 -2.011 -1.632 -0.986 -0.950
C 1.177 2.517 -1.711 0.612 2.469 -2.135
C -3.187 -2.743 2.798 0.055 -4.748 3.547
C 4.954 0.828 1.667 0.349 -1.830 1.138
C 1.272 0.942 2.564 4.362 2.164 5.250
C 2.659 -1.237 0.485 0.420 -1.337 0.595
C 5.521 0.794 -3.607 2.648 -3.037 -2.189
C -3.251 -0.115 -1.131 -0.471 -0.385 -0.266
C 3.943 -2.040 -0.195 -1.420 0.438 -2.367
C -4.948 -1.051 2.894 -0.378 0.097 1.720
C 0.736 0.748 0.078 0.753 -2.872 -0.019
C -2.576 -3.307 1.347 0.143 1.630 1.030
C -0.221 2.474 1.715 -7.210 -1.378 2.610
C 5.290 2.420 -3.637 4.528 0.322 -2.976
C -6.090 1.019 1.454 -0.227 0.285 0.189
C -5.138 0.566 2.710 -1.062 -0.822 -0.383
C -0.249 4.104 1.872 1.177 -0.204 0.665
C -1.220 1.689 -1.342 -4.128 1.467 -1.958
C 0.738 -0.460 3.208 -1.556 -0.137 0.529
C -2.082 0.508 -2.153 -0.917 -0.797 0.657
C 3.340 -3.138 -1.299 -0.153 0.292 0.801
C -4.438 0.954 -0.766 0.693 0.364 1.564
B -1.084 -6.540 -5.407 -2.792 -1.457 1.886
Be 0.398 -3.937 -6.866 -4.151 0.541 2.704
H -6.666 0.481 -0.685 1.948 -0.747 1.683
H 2.361 0.968 -2.853 0.851 1.465 1.662
H -1.982 -2.391 0.886 -1.441 -1.948 0.685
H -3.972 1.707 0.035 -0.901 -1.326 -1.662
H -2.752 -0.525 -0.128 -1.020 1.091 -2.111
H -5.315 -1.356 3.988 0.638 0.606 -2.356
H 0.717 2.826 -2.770 1.240 -1.062 2.148
H -1.802 -4.166 1.531 -1.951 1.509 -0.223
H 0.482 -0.231 4.350 0.830 -0.145 -2.582
H -1.845 1.904 -0.395 1.861 -0.351 -1.157
H -0.309 4.329 3.041 0.051 -0.729 -2.493
H 5.731 1.540 2.197 -1.606 -1.393 -1.699
H -1.328 2.652 -2.042 0.493 -1.972 1.727
H 1.769 -2.034 0.482 1.776 2.021 -0.040
H -5.633 -0.905 0.122 -0.077 2.318 -0.089
H 4.082 -3.320 -2.205 -1.715 0.386 2.056
H -4.784 1.631 -1.664 0.651 -1.679 1.638
H 1.510 -1.339 3.226 -1.252 1.966 -0.330
H -4.088 1.114 2.703 -1.617 -1.037 -0.036
H -5.982 2.204 1.371 -0.178 -2.545 -0.123
H 4.197 0.477 2.478 1.092 0.749 -1.682
H -5.683 0.954 3.697 -1.339 -6.109 -7.982
H -7.228 0.846 1.762 2.542 0.106 -0.720
H 0.743 4.633 1.482 -2.347 -1.326 0.615
H -5.550 -1.716 2.143 1.329 1.506 1.194
H 4.602 -1.283 -0.795 -0.904 -1.421 1.454
H -0.293 -0.850 2.750 2.495 1.047 0.631
H -1.434 -0.411 -2.467 -0.742 1.748 0.337
H 5.556 -0.102 1.268 -1.400 1.904 0.387
H 2.290 -2.754 -1.674 2.236 -0.835 0.408
H -3.497 -3.608 0.686 1.996 0.501 1.221
H 1.951 -0.584 -1.418 -0.016 1.514 1.853
H -1.228 4.535 1.398 1.980 -1.049 0.732
H -2.612 0.956 -3.123 1.351 -0.885 2.241
H 0.369 0.684 -1.970 -0.099 0.091 0.990
H -3.771 -1.066 -1.624 1.338 2.101 0.749
H 0.872 4.483 -1.455 0.867 -1.576 0.977
H 3.154 -4.126 -0.689 0.322 1.830 -1.526
H 2.924 -1.045 1.593 -0.555 0.126 -1.892
```
Forces are in eV/Å.

highest occupied orbital energy: -7.77 eV
HOMO-LUMO gap: 1.256 eV
total charge: +1
2S+1: 1

=====

Record 3
Below is a single FH6N4P molecule, with properties calculated with wB97M-V/def2-TZVPD.

Structure (XYZ):
```
12
Properties=species:S:1:pos:R:3:forces:R:3
P -0.218 -0.375 -0.443 1.611 -0.165 0.819
F 1.247 -1.172 -0.804 -1.383 0.793 0.175
N -0.210 -2.020 1.513 2.577 -4.587 -0.985
N -0.118 2.169 -1.491 0.044 -0.567 0.213
N -0.013 -0.661 1.281 -1.543 1.589 -0.889
N 0.162 1.246 -0.417 1.128 1.850 -0.013
H 0.885 1.713 0.189 -1.062 -1.326 -0.635
H -0.581 -0.052 1.949 0.963 -1.284 -1.369
H -0.993 -2.563 1.057 0.327 1.717 0.342
H 0.662 -2.598 1.038 -2.484 2.233 1.890
H 0.287 1.892 -2.404 -0.836 0.094 1.000
H -1.110 2.420 -1.467 0.658 -0.348 -0.550
```
Forces are in eV/Å.

highest occupied orbital energy: -9.04 eV
HOMO-LUMO gap: 10.146 eV
2S+1: 1
structure (SMILES): NNP(F)NN

=====

Record 4
Below is 2 unconnected molecules or ions with the total composition C5H9N3O2S, with properties calculated with wB97M-V/def2-TZVPD.

Structure (XYZ):
```
20
Properties=species:S:1:pos:R:3:forces:R:3
S 1.795 -2.855 -0.846 0.683 0.233 -1.234
O 1.127 0.533 4.853 -0.758 -1.579 0.689
O 1.591 2.650 4.124 -0.120 1.484 -0.359
N 1.559 -0.134 -0.377 -0.854 0.321 2.146
N 0.837 0.726 1.675 2.057 -0.990 -0.301
N -0.978 0.192 0.226 -0.357 0.040 0.979
C 1.781 0.130 0.949 -1.942 1.486 -0.137
C -0.428 0.827 1.196 -2.796 1.979 0.267
C -2.432 0.371 0.118 0.605 -0.460 1.043
C 2.333 -1.031 -1.119 -3.109 -1.714 1.161
C 1.292 1.601 4.481 0.883 0.091 -0.349
H 2.764 -0.011 1.425 -0.370 -0.098 -0.506
H -3.001 -0.408 0.656 0.505 0.204 0.148
H -1.170 1.640 1.708 2.075 -1.731 -0.474
H -2.654 0.181 -0.884 -0.707 0.258 -1.706
H -2.775 1.349 0.480 0.072 -0.079 -0.234
H 1.309 -2.873 0.379 -0.058 0.551 0.651
H 3.276 -0.872 -0.792 3.429 -0.071 0.117
H 0.534 -0.153 -0.521 0.221 0.007 -0.380
H 2.068 -0.883 -2.123 0.541 0.068 -1.521
```
Forces are in eV/Å.

highest occupied orbital energy: -9.00 eV
HOMO-LUMO gap: 9.303 eV
2S+1: 1
structure (SMILES): C/N=C/N=C\NCS.O=C=O

=====

Record 5
Below is 2 unconnected molecules or ions with the total composition C3H9OS, with properties calculated with wB97M-V/def2-TZVPD.

Structure (XYZ):
```
14
Properties=species:S:1:pos:R:3:forces:R:3
S 0.355 -0.656 1.678 -0.376 0.831 0.283
O -1.849 -1.786 4.094 0.602 0.218 -1.019
C 0.919 0.073 0.082 -0.057 -1.223 -0.283
C 0.487 0.660 -2.395 -0.856 1.471 0.990
C -0.029 0.895 -0.850 -0.113 -1.016 -0.110
H -2.585 -1.558 3.508 0.130 -0.044 0.225
H -0.069 1.967 -0.422 0.052 -1.478 -1.205
H 1.234 -0.913 -0.311 -0.143 0.887 -1.035
H -1.087 -1.597 3.478 -0.700 -0.108 0.720
H 1.821 0.648 0.181 0.624 0.368 0.405
H 0.385 -0.402 -2.663 0.766 0.208 0.535
H -0.055 1.136 -3.251 -0.143 0.207 1.027
H 1.494 1.126 -2.445 -0.239 -0.997 -0.100
H -1.021 0.409 -0.684 0.455 0.673 -0.433
```
Forces are in eV/Å.

highest occupied orbital energy: -2.44 eV
HOMO-LUMO gap: 6.303 eV
total charge: -1
2S+1: 1

=====

Record 6
Below is 2 unconnected molecules or ions with the total composition C2H6N3S, with properties calculated with wB97M-V/def2-TZVPD.

Structure (XYZ):
```
12
Properties=species:S:1:pos:R:3:forces:R:3
S -2.011 -0.998 0.666 0.246 1.871 0.163
N 0.475 -0.655 1.091 -0.685 -1.583 -0.020
N 0.998 0.513 -1.394 1.620 -1.468 -1.226
N -1.316 0.623 0.617 -0.778 -3.319 -0.093
C -0.499 -1.565 1.092 0.510 5.802 -1.176
C 0.003 0.536 0.719 1.249 2.851 1.389
H -0.363 -2.531 1.153 0.968 -4.989 0.843
H -2.011 1.306 0.426 0.167 1.351 -0.274
H 1.833 -0.059 -1.069 -1.201 0.945 -0.363
H 0.703 1.471 0.836 -1.871 -1.929 -0.404
H 1.417 1.314 -1.849 0.309 0.863 0.532
H 0.772 0.044 -2.286 -0.533 -0.396 0.627
```
Forces are in eV/Å.

highest occupied orbital energy: -14.73 eV
HOMO-LUMO gap: 9.789 eV
total charge: +1
2S+1: 1

=====

Record 7
Below is 2 unconnected molecules or ions with the total composition C4H10O2S, with properties calculated with wB97M-V/def2-TZVPD.

Structure (XYZ):
```
17
Properties=species:S:1:pos:R:3:forces:R:3
S -2.648 0.748 1.123 1.654 -0.895 -1.685
O -1.432 1.108 -2.970 -1.785 2.570 -2.364
O 2.839 0.772 0.364 -0.526 -0.880 -0.062
C 0.172 0.284 0.859 -0.775 -1.630 -2.668
C 1.084 -0.856 0.286 -1.727 -1.122 0.173
C -1.082 -0.371 1.435 -2.498 -0.009 -1.311
C 2.428 -0.294 -0.053 1.179 0.734 -0.664
H -1.294 -1.429 1.035 0.237 1.711 0.544
H -2.388 0.910 -0.275 -0.454 -0.167 1.912
H 0.563 0.720 1.695 1.895 1.356 1.779
H 3.084 -0.819 -0.799 -0.486 -0.171 0.450
H 0.092 1.091 0.070 -0.548 -0.943 0.932
H -1.086 -0.395 2.528 0.265 -0.177 -0.234
H -0.714 0.967 -3.552 1.132 -0.314 -0.735
H 0.562 -1.430 -0.677 1.435 1.479 2.516
H 1.143 -1.611 1.162 0.318 0.747 -1.672
H -1.322 0.607 -2.232 0.685 -2.288 3.090
```
Forces are in eV/Å.

highest occupied orbital energy: -9.23 eV
HOMO-LUMO gap: 9.659 eV
2S+1: 1
structure (SMILES): O=CCCCS.O

=====

Record 8
Below is a molecular structure, C4H4O5Tl, with properties calculated with wB97M-V/def2-TZVPD.

Structure (XYZ):
```
14
Properties=species:S:1:pos:R:3:forces:R:3
Tl 0.183 -1.367 0.947 1.880 3.824 2.963
O -0.092 -2.026 -0.859 -0.091 -0.832 -2.484
O 2.399 0.731 1.234 -0.612 -1.333 -0.343
O 0.476 1.684 1.140 -0.697 -1.458 -0.361
O -1.529 -3.772 -1.077 1.438 2.416 2.327
O -1.148 -2.793 0.919 -1.087 -0.967 2.395
C 1.121 0.562 1.129 1.275 2.106 1.091
C 1.388 2.822 1.172 0.250 0.622 0.058
C 2.753 2.145 1.241 0.348 0.565 0.069
C -0.966 -2.924 -0.375 -2.358 -4.261 -5.690
H 3.389 2.333 0.372 -0.151 -0.146 0.211
H 3.301 2.341 2.167 -0.122 -0.133 -0.228
H 1.140 3.415 2.057 -0.023 -0.196 -0.234
H 1.225 3.406 0.261 -0.051 -0.207 0.225
```
Forces are in eV/Å.

highest occupied orbital energy: -13.34 eV
HOMO-LUMO gap: 7.214 eV
total charge: +1
2S+1: 1

=====

no.,LUMO (Eh)
1,0.0912
2,-0.2392
3,0.0405
4,0.0112
5,0.1418
6,-0.1815
7,0.0159
8,-0.2250